1.
This record from OMol25 describes C15H18AlN4O2S as an isolated structure at a distorted geometry. The level of theory is ωB97M-V with the def2-TZVPD basis set.

Cartesian coordinates (Å):
Al -0.30051 0.45412 0.33177
C 2.50299 1.16995 2.06159
C 1.71825 2.24413 1.62561
C 0.31932 2.23719 1.84588
C -0.28525 1.11941 2.50018
C 0.54569 0.05423 2.97605
C 1.92483 0.08866 2.74189
H 3.57489 1.16940 1.87251
H 2.18558 3.07483 1.09515
H -0.28058 3.09927 1.55911
H -1.34937 1.13983 2.75074
H 0.10610 -0.80785 3.47944
H 2.54977 -0.74427 3.06049
C 3.55693 -3.32363 -0.56671
C 2.41962 -2.44067 -0.13557
N 1.64548 -2.65902 0.92766
O 2.06893 -3.80886 1.63905
C 2.01070 -1.26399 -0.90764
C 2.46637 -1.11847 -2.34235
N 1.23451 -0.41668 -0.30814
O 0.80180 0.69971 -1.08324
H 4.11157 -3.63751 0.32427
H 4.21358 -2.75704 -1.23369
H 3.21495 -4.22328 -1.08660
H 1.34594 -3.89729 2.29098
H 2.49945 -2.08934 -2.83228
H 3.47357 -0.69584 -2.39458
H 1.76074 -0.43845 -2.82708
C -5.62230 1.07628 -2.24759
C -4.32975 1.27114 -1.50533
C -3.61825 2.47915 -1.50754
C -2.36857 2.48775 -0.92001
N -1.91170 1.36493 -0.29458
C -2.70343 0.25804 -0.30331
S -1.93864 -1.13469 0.45533
N -3.89321 0.18035 -0.86358
H -6.23470 1.98190 -2.21754
H -6.18957 0.27009 -1.77794
H -5.47276 0.82812 -3.30120
H -4.02349 3.34993 -2.01835
H -1.72948 3.35847 -0.86284

Summary:
Net charge = +1
LUMO = -3.26 eV
HOMO level = -11.86 eV
Molecular weight = 345.38 g mol⁻¹
Strongest force on any atom = 3.44 eV/A



2.
This record from OMol25 describes C15H18AsBaN3O2S5 as an isolated structure at a distorted geometry. The level of theory is ωB97M-V with the def2-TZVPD basis set.

Cartesian coordinates (Å):
Ba -1.77377 0.03490 -1.32102
O 4.24133 1.64756 -1.01781
C 3.56938 0.63937 -0.87202
O 2.13118 0.86338 -0.64207
C 3.80539 -0.71908 -0.86814
C 5.03318 -1.38730 -0.86623
C 5.12010 -2.73311 -0.70516
C 3.90751 -3.52262 -0.46348
C 3.92506 -4.88597 -0.23942
C 2.75679 -5.61342 0.04064
C 1.55478 -4.94937 0.12836
C 1.50077 -3.56504 -0.08083
C 2.64985 -2.85730 -0.40712
N 2.60215 -1.51107 -0.71148
H 5.91898 -0.77329 -0.98131
H 6.07723 -3.23878 -0.68547
H 4.88299 -5.39661 -0.26008
H 2.80922 -6.68367 0.19934
H 0.64290 -5.48357 0.36348
H 0.55450 -3.04141 0.01166
S -4.55505 0.00586 -2.22377
As -4.45259 0.09620 -0.01356
S -3.19072 1.85498 0.42224
S -3.18756 -1.62686 0.54748
S -6.34360 0.13374 0.91698
C 4.70338 -2.67005 3.25695
C 3.30478 -2.07907 3.34712
N 3.31185 -0.62346 3.41788
C 3.37663 0.08300 2.28656
S 1.40322 -0.48919 -0.03397
N 3.36494 1.41683 2.42332
C 3.34958 2.20250 3.64662
C 4.75176 2.43957 4.20548
H 4.65401 -3.75541 3.14676
H 5.29142 -2.43374 4.14887
H 5.20970 -2.26043 2.38149
H 2.77507 -2.46445 4.22218
H 2.73779 -2.36109 2.45994
H 3.29097 -0.22269 4.35110
H 3.44964 1.92968 1.55904
H 2.72881 1.69918 4.39148
H 2.86722 3.15606 3.42625
H 5.25047 1.48732 4.39217
H 4.71671 3.00489 5.14002
H 5.35513 2.99241 3.48464

Summary:
Net charge = -2
LUMO = 3.89 eV
HOMO level = -0.84 eV
Molecular weight = 644.91 g mol⁻¹
Strongest force on any atom = 1.32 eV/A



3.
This record from OMol25 describes an isolated ion of composition C15H18ClN4O7S and charge -1 at a distorted geometry. The level of theory is ωB97M-V with the def2-TZVPD basis set.

Cartesian coordinates (Å):
C -0.13858 -0.19585 5.57530
O 0.04062 -0.30586 4.14935
C 0.94402 0.63852 3.78726
N 1.03311 0.57635 2.32466
N 1.95195 1.34553 1.90979
C 2.50067 1.06744 0.69943
C 3.68627 2.00879 0.52191
C 1.99262 0.07990 -0.18186
C 2.89588 -0.36990 -1.30286
O 3.35904 0.39593 -2.16303
N 3.17160 -1.75239 -1.29466
C 3.86160 -2.42472 -2.36871
C 2.52156 -2.71360 -0.36921
O 1.57098 1.38510 4.54257
H -0.76849 -1.00943 5.91297
H 0.81925 -0.22795 6.13518
H -0.63842 0.74460 5.83482
H 4.03876 1.94969 -0.53383
H 3.37246 3.04584 0.80365
H 4.57136 1.70291 1.11202
H 1.44429 -0.75812 0.38557
H 4.44000 -1.74869 -2.99363
H 4.49945 -3.16986 -1.89484
H 3.12036 -2.99623 -2.93560
H 2.54657 -2.36783 0.68549
H 1.47157 -2.90745 -0.71272
H 3.13762 -3.62216 -0.45956
O -7.27065 1.86073 -2.07120
N -6.67927 1.12845 -1.24073
O -7.23983 0.40759 -0.36911
C -5.22661 1.04063 -1.32944
C -4.57686 0.11193 -0.49913
C -3.26313 -0.26573 -0.74789
C -2.56017 0.35538 -1.78414
S -0.83603 -0.34921 -1.76476
C 0.26914 0.54777 -0.75186
Cl 0.50517 2.17571 -1.44394
O -0.86050 -1.63726 -1.10592
O -0.56595 -0.24282 -3.20737
C -3.15674 1.34446 -2.64803
C -4.48913 1.70157 -2.35497
H -5.10592 -0.32781 0.33350
H -2.74781 -1.05121 -0.15583
H 0.04689 0.48977 0.32991
H -2.62360 1.85656 -3.47592
H -5.06511 2.48293 -2.88264

Summary:
Net charge = -1
LUMO = 0.77 eV
HOMO level = -3.93 eV
Molecular weight = 433.85 g mol⁻¹
Strongest force on any atom = 3.41 eV/A



4.
This record from OMol25 describes C15H18CsN2O as an isolated structure at a distorted geometry. The level of theory is ωB97M-V with the def2-TZVPD basis set.

Cartesian coordinates (Å):
C -3.37242 -0.31899 -0.93190
C -3.39246 -1.31331 0.35856
O -2.99395 -0.60104 1.55611
C -2.33024 -1.46633 2.50923
C -0.80599 -1.00159 2.84444
C -0.95206 0.23484 3.79231
N -1.08215 1.09242 4.54216
C -0.15720 -0.49012 1.47989
C -0.32966 1.06074 1.34496
N -0.44421 2.16251 1.05311
C 1.43531 -0.86636 1.32248
C 1.93319 0.03182 0.05553
C 1.40053 -0.37691 -1.35018
C 1.73237 0.36789 -2.55591
C 2.61749 1.57810 -2.42016
C 2.90970 2.37571 -3.73630
C 3.14166 1.92846 -1.08937
C 2.82068 1.18112 0.17357
H -2.74970 -0.81154 -1.76992
H -2.86392 0.64670 -0.67421
H -4.43977 -0.18198 -1.24008
H -2.55708 -2.08579 0.17230
H -4.35593 -1.88652 0.46142
H -2.90188 -1.34530 3.48023
H -2.37660 -2.55832 2.24760
H -0.19510 -1.80951 3.32256
H -0.65173 -0.97823 0.58246
H 1.45059 -1.98748 1.05342
H 2.00037 -0.66675 2.26866
H 0.71867 -1.29540 -1.45964
H 1.34720 0.11591 -3.57963
H 3.67584 1.90159 -4.40124
H 3.12412 3.45763 -3.49879
H 1.93414 2.39327 -4.31445
H 3.82088 2.81066 -1.01379
H 3.21905 1.49196 1.17114
Cs -0.46220 -2.84195 -1.51001

Summary:
Net charge = +1
LUMO = -3.76 eV
HOMO level = -11.72 eV
Molecular weight = 375.23 g mol⁻¹
Strongest force on any atom = 5.30 eV/A



5.
This record from OMol25 describes a 2-piece molecular cluster, C15H18F6N4O6S3 overall at a distorted geometry. The level of theory is ωB97M-V with the def2-TZVPD basis set.

Cartesian coordinates (Å):
F -5.51955 3.03589 -0.12629
C -4.08982 3.33035 0.12769
C -3.57913 3.70183 1.67319
C -1.96832 3.99133 1.89221
N -0.94258 3.92466 0.76746
C -1.32382 3.58778 -0.66145
C -0.14705 3.49366 -1.84532
C 0.19507 1.86047 -1.95888
C 1.61983 1.45488 -1.22860
C 1.46508 0.31042 -0.05230
S 3.08563 -0.65415 0.24752
C 2.55668 -1.92060 1.57460
N 2.03566 -1.37893 2.91929
N 1.68989 -2.53179 3.64888
C 1.98721 -3.78247 2.82574
O 2.54265 -3.39891 1.49360
C -2.91260 3.29001 -1.04378
C -3.36608 2.94682 -2.58154
C -3.39197 1.33717 -2.89171
O -4.79087 0.89914 -3.01430
C -4.91358 -0.41354 -3.66679
C -3.87570 -1.56132 -3.12461
F -3.70728 -1.59548 -1.64333
F -2.55538 -1.56376 -3.85833
F -4.50421 -2.88776 -3.48317
H -4.32640 3.74808 2.57328
H -1.56253 4.27595 2.97698
H 0.06013 4.11406 1.00701
H -0.53585 3.81048 -2.90270
H 0.84538 4.07352 -1.52659
H -0.64611 1.24734 -1.38712
H 0.23509 1.47890 -3.06526
H 2.16705 2.38466 -0.74081
H 2.32440 1.00761 -2.05058
H 0.67466 -0.52583 -0.35775
H 1.15745 0.79622 0.98788
H 1.79471 -4.87429 3.22393
H -2.68084 3.55233 -3.33540
H -4.45887 3.40507 -2.72123
H -2.74964 1.10602 -3.86522
H -2.85334 0.79396 -1.98981
H -6.01044 -0.81320 -3.41750
H -4.85697 -0.37346 -4.85168
N 6.95978 -5.08658 3.38710
S 5.50772 -4.66826 2.95883
O 5.00698 -3.38569 3.44108
O 4.51518 -5.72560 2.80621
F 5.77876 -4.30841 1.42060
S 7.03193 -5.43175 4.91922
O 8.39557 -5.50648 5.44277
O 6.13691 -6.45875 5.43845
F 6.49953 -4.11157 5.63855

Summary:
LUMO = -3.93 eV
HOMO level = -8.12 eV
Molecular weight = 560.52 g mol⁻¹
Strongest force on any atom = 7.80 eV/A



6.
This record from OMol25 describes a 2-piece molecular cluster, C15H18FO6S overall at a distorted geometry. The level of theory is ωB97M-V with the def2-TZVPD basis set.

Cartesian coordinates (Å):
F 1.74023 -0.92329 2.52234
S 0.82150 0.43448 2.45507
C -0.72512 -0.34382 2.29951
C -1.90675 0.28096 2.25329
O 1.00507 1.05732 3.72958
O 1.24308 1.09022 1.25712
H -0.59886 -1.42621 2.21631
H -2.80571 -0.32964 2.13815
H -2.01008 1.36526 2.36733
C -8.22335 -0.81203 2.79051
C -7.38527 -0.50526 1.58612
O -6.20090 -1.34187 1.70680
C -5.44694 -1.27480 0.58973
C -4.13227 -1.93516 0.61869
C -3.66050 -2.69119 1.79113
O -2.47522 -2.94435 2.03971
O -4.59909 -3.13282 2.64373
C -3.98954 -3.89189 3.72297
C -5.10271 -4.26954 4.65331
C -3.38995 -2.02662 -0.60184
C -2.19556 -2.80831 -0.70482
C -1.47758 -2.91437 -1.89262
C -1.91541 -2.27408 -3.05875
C -3.09577 -1.51858 -3.00171
C -3.80579 -1.39737 -1.81393
O -5.90225 -0.64923 -0.37027
H -9.09905 -0.16136 2.79376
H -8.57772 -1.84927 2.76988
H -7.65823 -0.64211 3.71194
H -7.94348 -0.72162 0.66553
H -7.06747 0.54570 1.57547
H -3.48916 -4.78472 3.31508
H -3.24572 -3.26579 4.23673
H -4.70636 -4.96675 5.39255
H -5.47120 -3.38456 5.18483
H -5.93504 -4.74742 4.12485
H -1.84879 -3.32439 0.18293
H -0.57232 -3.52006 -1.88345
H -1.34907 -2.36006 -3.98605
H -3.48418 -1.01467 -3.88812
H -4.73590 -0.83470 -1.79194

Summary:
Net charge = -1
LUMO = 3.00 eV
HOMO level = -3.51 eV
Molecular weight = 345.37 g mol⁻¹
Strongest force on any atom = 2.25 eV/A



7.
This record from OMol25 describes one molecule with the formula C15H18N4O4 at a distorted geometry. The level of theory is ωB97M-V with the def2-TZVPD basis set.

Cartesian coordinates (Å):
N -4.40458 -1.03776 -1.63307
C -4.82642 -0.50498 -0.45590
O -6.02097 -0.39536 -0.18499
C -3.77756 0.02365 0.45769
C -2.63376 -0.89099 0.94893
N -2.15879 -0.50413 2.25044
C -1.54718 -0.86664 -0.10280
O -1.59949 -1.75631 -0.96742
N -0.63843 0.13490 -0.19475
C -0.34682 1.33428 0.56459
C 0.89304 1.06895 1.41068
C 2.11519 0.84940 0.55442
C 3.01154 1.79456 0.19829
N 4.09413 1.13086 -0.37779
C 3.94350 -0.23420 -0.28790
C 4.77160 -1.31157 -0.60545
C 4.27090 -2.58439 -0.40440
C 3.04542 -2.80646 0.19715
C 2.20415 -1.73677 0.43256
C 2.66900 -0.46099 0.29499
C -0.09380 2.42045 -0.52414
O 0.27407 2.08518 -1.62147
O -0.10592 3.71874 -0.22978
H -5.15325 -1.48852 -2.16008
H -3.46229 -1.40369 -1.74282
H -3.29182 0.97411 -0.06513
H -4.42770 0.41291 1.26178
H -2.97208 -1.94976 0.91108
H -1.23881 -0.98689 2.43163
H -2.75151 -0.92394 2.95570
H -0.07160 0.02775 -1.04432
H -1.20905 1.49499 1.28657
H 1.08672 1.98126 2.00276
H 0.74661 0.24879 2.12157
H 2.87921 2.87061 0.22324
H 4.80292 1.66701 -0.77996
H 5.78249 -1.38103 -0.94536
H 4.84778 -3.48176 -0.71097
H 2.68035 -3.79835 0.41753
H 1.18114 -1.92664 0.77398
H -0.24974 3.81217 0.70613

Summary:
LUMO = 0.21 eV
HOMO level = -8.24 eV
Molecular weight = 318.33 g mol⁻¹
Strongest force on any atom = 2.81 eV/A
Structure (SMILES) = NC(=O)C[C@H](N)C(=O)N[C@@H](Cc1c[nH]c2ccccc12)C(=O)O



8.
This record from OMol25 describes one molecule with the formula C15H18N4O4 at a distorted geometry. The level of theory is ωB97M-V with the def2-TZVPD basis set.

Cartesian coordinates (Å):
N 0.52051 -2.12969 -0.69152
C -0.65642 -1.52684 -0.33971
O -0.94094 -1.06684 0.82918
C -1.63647 -1.37709 -1.41243
C -2.93492 -0.67051 -0.94512
N -2.63307 0.53012 -0.17083
C -1.69282 1.40280 -0.68037
O -1.25547 1.36712 -1.84839
C -1.12056 2.32346 0.41016
N -2.24414 2.72403 1.30403
C 0.18214 1.79710 1.19771
C 1.36801 1.45071 0.32756
C 1.69509 2.01505 -0.84038
N 2.68276 1.31622 -1.34927
C 2.91013 0.19379 -0.53278
C 3.80966 -0.86133 -0.75701
C 3.78419 -1.92444 0.18394
C 2.96904 -1.88590 1.29293
C 2.21962 -0.79898 1.59554
C 2.14725 0.27448 0.65960
C -3.87161 -1.36560 0.02741
O -5.04335 -1.50573 -0.27414
O -3.30505 -1.52158 1.19134
H 1.11695 -2.64100 -0.04089
H 0.48165 -2.29277 -1.64174
H -1.11827 -0.86454 -2.33991
H -1.94096 -2.37333 -1.65668
H -3.44279 -0.39950 -1.90031
H -3.34386 0.77201 0.47968
H -0.77851 3.25897 -0.04040
H -1.82531 3.37867 1.88760
H -2.58406 2.03370 1.92997
H -0.15163 1.04380 1.89555
H 0.41591 2.83486 1.56954
H 1.48040 3.09806 -1.33189
H 3.28198 1.47580 -2.10409
H 4.74581 -0.57871 -1.26541
H 4.47388 -2.70860 -0.10169
H 3.03300 -2.77654 1.94739
H 1.49557 -0.68869 2.36686
H -2.29334 -1.33257 1.16895

Summary:
LUMO = 0.53 eV
HOMO level = -7.93 eV
Molecular weight = 318.33 g mol⁻¹
Strongest force on any atom = 4.99 eV/A
Structure (SMILES) = NC(=O)C[C@H](NC(=O)[C@@H](N)Cc1c[nH]c2ccccc12)C(=O)O